Record 1
A molecular structure, C36H39N5O8Se2Sr. Source: the OMol25 dataset; level of theory: the ωB97M-V functional and the def2-TZVPD basis.

```
! wB97M-V def2-TZVPD RIJCOSX def2/J DEFGRID3
* xyz -2 1
Sr 0.112 0.675 -0.405
C 3.011 1.271 2.046
C 2.735 -0.004 2.609
C 3.109 -0.972 1.626
C 3.585 -0.249 0.500
C 3.551 1.126 0.752
C 4.231 2.237 -0.029
C 5.569 2.565 0.657
C 3.384 3.514 -0.046
C 4.527 1.819 -1.470
C 3.180 -2.508 1.626
C 3.216 -3.035 0.181
C 1.987 -3.212 2.286
C 4.489 -2.989 2.284
C 2.212 -0.129 4.045
C 0.745 -0.590 4.100
C 3.079 -1.046 4.922
C 2.263 1.238 4.750
H 2.953 2.214 2.577
H 3.915 -0.685 -0.430
H 5.400 2.892 1.686
H 6.107 3.357 0.121
H 6.200 1.673 0.690
H 3.159 3.844 0.973
H 2.445 3.359 -0.575
H 3.923 4.326 -0.549
H 5.199 0.957 -1.490
H 5.014 2.640 -2.008
H 3.615 1.542 -1.997
H 2.368 -2.662 -0.388
H 3.181 -4.131 0.188
H 4.128 -2.737 -0.336
H 1.047 -2.848 1.872
H 1.949 -3.070 3.362
H 2.050 -4.291 2.108
H 5.342 -2.558 1.754
H 4.567 -4.083 2.241
H 4.559 -2.681 3.326
H 0.593 -1.568 3.649
H 0.114 0.101 3.537
H 0.388 -0.622 5.138
H 3.060 -2.078 4.595
H 2.726 -1.022 5.960
H 4.118 -0.706 4.900
H 1.624 1.969 4.252
H 3.280 1.634 4.771
H 1.906 1.129 5.780
O 1.281 -0.587 -4.386
C 1.190 -0.671 -3.152
O 1.651 0.133 -2.297
C 0.362 -1.827 -2.582
C -0.128 -2.861 -3.364
C -0.946 -3.806 -2.760
C -1.282 -3.675 -1.419
C -0.765 -2.597 -0.713
N 0.052 -1.722 -1.291
C -1.178 -2.290 0.740
O -1.940 -3.111 1.272
O -0.720 -1.214 1.208
H 1.168 1.525 -3.951
H 0.124 -2.887 -4.415
H -1.343 -4.632 -3.340
H -1.938 -4.364 -0.906
Se -6.405 2.189 4.679
N -6.252 1.372 3.096
C -5.007 1.476 2.731
C -4.476 0.933 1.483
C -5.269 0.219 0.586
C -4.701 -0.260 -0.571
C -3.350 0.000 -0.803
N -2.587 0.653 0.054
C -3.127 1.119 1.182
C -2.229 1.841 2.115
N -0.947 1.968 1.759
C -0.117 2.608 2.565
C -0.518 3.164 3.781
C -1.832 3.035 4.158
C -2.715 2.362 3.314
C -4.128 2.188 3.644
N -4.677 2.647 4.732
H -6.314 0.058 0.818
H -5.277 -0.819 -1.295
H -2.864 -0.331 -1.714
H 0.918 2.654 2.240
H 0.205 3.664 4.410
H -2.201 3.437 5.093
O -1.372 3.806 -3.405
Se -0.431 2.640 -2.831
O 0.297 2.990 -1.416
O -1.127 1.177 -2.647
O 0.794 2.433 -4.038
*
```

Values from the calculation:
Energy above the lowest of the compared OMol25 structures with the same formula, charge and spin (eV): 0.465
Electronic energy (Ha): -7104.73416
LUMO energy (hartree): 0.106
Largest force on an atom (hartree/bohr): 0.0286
Gap between HOMO and LUMO (eV): 4.0
E_HOMO (eV): -1.162

Record 2
A molecular structure, C36H39N5OP2Yb. Source: the OMol25 dataset; level of theory: the ωB97M-V functional and the def2-TZVPD basis.

```
! wB97M-V def2-TZVPD RIJCOSX def2/J DEFGRID3
* xyz 1 2
Yb 0.335 0.041 0.788
C 2.637 -0.760 -3.201
C 2.245 -0.522 -1.783
N 1.049 -0.271 -1.402
N 0.058 -0.169 -2.363
C -1.111 0.031 -1.806
O -1.314 0.095 -0.522
C -2.274 0.204 -2.712
C -3.512 0.539 -2.169
C -4.606 0.740 -2.999
C -4.466 0.603 -4.374
C -3.232 0.266 -4.918
C -2.138 0.070 -4.093
C 3.252 -0.598 -0.688
C 4.570 -0.928 -0.937
C 5.456 -1.022 0.130
C 4.997 -0.788 1.411
C 3.660 -0.458 1.581
N 2.811 -0.356 0.561
H 1.768 -0.676 -3.843
H 3.069 -1.759 -3.309
H 3.394 -0.037 -3.519
H -3.603 0.647 -1.097
H -5.568 1.001 -2.575
H -5.319 0.757 -5.024
H -3.125 0.156 -5.990
H -1.173 -0.190 -4.506
H 4.902 -1.117 -1.948
H 6.493 -1.282 -0.045
H 5.648 -0.862 2.271
H 3.244 -0.277 2.565
C -0.703 -3.247 0.345
N -0.227 -2.156 1.207
C -0.117 -2.400 2.474
C 0.350 -1.436 3.415
C 0.458 -1.566 4.796
C 0.919 -0.334 5.276
C 1.074 0.484 4.157
N 0.734 -0.161 3.022
C 0.362 -4.295 0.107
C 1.623 -3.928 -0.363
C 2.608 -4.880 -0.571
C 2.341 -6.222 -0.317
C 1.090 -6.598 0.144
C 0.106 -5.636 0.358
H -1.014 -2.806 -0.601
H -1.587 -3.712 0.784
H -0.392 -3.381 2.869
H 0.224 -2.453 5.369
H 1.123 -0.061 6.300
H 1.413 1.512 4.132
H 1.831 -2.883 -0.565
H 3.583 -4.581 -0.937
H 3.108 -6.968 -0.479
H 0.875 -7.640 0.341
H -0.871 -5.937 0.722
C 1.341 4.167 0.871
P 0.592 2.777 -0.048
C 1.383 2.964 -1.683
C -1.135 3.342 -0.299
C -1.447 4.241 -1.318
C -2.750 4.679 -1.504
C -3.755 4.230 -0.659
C -3.454 3.338 0.361
C -2.154 2.880 0.550
P -1.742 1.679 1.867
C -3.290 0.775 2.194
C -1.611 2.734 3.352
H 1.136 5.101 0.349
H 2.420 4.022 0.944
H 0.934 4.227 1.880
H 1.452 4.010 -1.980
H 0.829 2.397 -2.431
H 2.393 2.558 -1.620
H -0.675 4.601 -1.987
H -2.979 5.368 -2.307
H -4.774 4.567 -0.797
H -4.253 2.992 1.006
H -3.614 0.255 1.293
H -4.079 1.438 2.549
H -3.090 0.031 2.967
H -2.500 3.356 3.454
H -0.733 3.377 3.290
H -1.503 2.100 4.234
*
```

Values from the calculation:
Energy above the lowest of the compared OMol25 structures with the same formula, charge and spin (eV): 0.000
Electronic energy (Ha): -3585.63708
LUMO energy (spin up / spin down) (hartree): -0.117 / -0.117
Largest force on an atom (hartree/bohr): 0.0243
Gap between HOMO and LUMO (spin up / spin down) (eV): 7.2 / 7.2
<S²>: 0.751
E_HOMO (spin up / spin down) (eV): -10.368 / -10.368

Record 3
A molecular structure, C36H39N6O8S4Sr. Source: the OMol25 dataset; level of theory: the ωB97M-V functional and the def2-TZVPD basis.

```
! wB97M-V def2-TZVPD RIJCOSX def2/J DEFGRID3
* xyz -1 1
Sr -1.255 0.563 1.263
O -2.051 2.574 5.203
C -1.559 1.892 4.074
O -2.394 1.508 3.209
C -0.379 2.717 3.593
C 0.549 3.281 4.475
C 1.586 4.024 3.959
C 1.649 4.238 2.583
C 0.679 3.650 1.799
N -0.293 2.870 2.282
C 0.528 3.944 0.344
O 1.435 4.839 -0.120
O -0.349 3.513 -0.349
H -2.871 2.118 5.437
H 0.425 3.114 5.535
H 2.330 4.462 4.612
H 2.415 4.852 2.132
H 1.189 4.974 -1.045
N 1.544 -2.070 2.960
C 0.796 -3.329 2.933
C 1.153 -4.169 1.713
C 0.723 -3.569 0.372
C -0.800 -3.430 0.225
N -1.258 -2.036 0.104
H 2.504 -2.238 3.238
H 1.125 -1.450 3.648
H -0.265 -3.073 2.910
H 0.957 -3.930 3.838
H 0.681 -5.151 1.828
H 2.236 -4.346 1.701
H 1.114 -4.201 -0.429
H 1.185 -2.588 0.235
H -1.286 -3.845 1.111
H -1.140 -4.023 -0.632
H -2.268 -2.011 0.222
H -1.087 -1.714 -0.844
O -4.571 -1.657 7.897
C -3.872 -1.437 6.935
S -2.415 -0.445 6.978
C -1.961 -0.630 5.279
C -2.775 -1.371 4.488
S -2.625 -1.773 2.824
S -4.172 -2.066 5.316
S -0.531 0.238 4.787
C -0.367 -2.723 -3.696
O 0.376 -2.383 -2.530
C 1.670 -2.005 -2.808
C 2.695 -2.927 -2.688
C 4.006 -2.560 -2.957
C 4.281 -1.259 -3.350
C 3.256 -0.332 -3.454
C 1.937 -0.685 -3.179
N 0.892 0.240 -3.342
C -0.087 0.405 -2.291
N -1.326 0.321 -2.795
C -2.626 0.492 -2.216
C -2.856 0.594 -0.849
C -4.214 0.747 -0.500
C -5.244 0.778 -1.425
C -4.969 0.651 -2.786
C -3.652 0.506 -3.177
O -3.255 0.358 -4.498
C -4.273 0.312 -5.468
N 0.197 0.615 -1.054
C 1.500 0.866 -0.600
C 1.910 0.169 0.537
C 3.134 0.392 1.147
C 3.994 1.341 0.630
C 3.614 2.065 -0.494
C 2.386 1.847 -1.101
O 1.984 2.574 -2.199
C 2.916 3.472 -2.762
H -1.395 -2.885 -3.377
H 0.033 -3.634 -4.149
H -0.339 -1.916 -4.432
H 2.443 -3.933 -2.381
H 4.805 -3.284 -2.856
H 5.299 -0.957 -3.559
H 3.474 0.691 -3.740
H 1.255 1.154 -3.578
H -1.337 0.125 -3.782
H -4.485 0.827 0.551
H -6.274 0.889 -1.103
H -5.773 0.665 -3.508
H -3.781 0.167 -6.427
H -4.844 1.245 -5.494
H -4.963 -0.518 -5.286
H 1.283 -0.618 0.949
H 3.397 -0.192 2.020
H 4.957 1.530 1.087
H 4.287 2.816 -0.884
H 2.419 3.932 -3.613
H 3.819 2.956 -3.105
H 3.217 4.249 -2.052
*
```

Values from the calculation:
Energy above the lowest of the compared OMol25 structures with the same formula, charge and spin (eV): 0.897
Electronic energy (Ha): -3949.33763
LUMO energy (hartree): 0.069
Largest force on an atom (hartree/bohr): 0.0155
Gap between HOMO and LUMO (eV): 5.7
E_HOMO (eV): -3.783

Record 4
A molecular structure, C36H40As2Br2N3O5ReSi. Source: the OMol25 dataset; level of theory: the ωB97M-V functional and the def2-TZVPD basis.

```
! wB97M-V def2-TZVPD RIJCOSX def2/J DEFGRID3
* xyz 1 4
Re 0.089 -0.235 0.328
C 3.422 0.451 2.718
As 1.649 0.976 2.148
C 0.934 1.508 3.875
C 1.922 2.712 1.321
C 3.089 3.439 1.525
C 3.241 4.692 0.948
C 2.220 5.233 0.179
C 1.048 4.516 -0.020
C 0.902 3.252 0.537
As -0.710 2.218 0.283
C -1.999 3.097 1.410
C -1.334 2.592 -1.503
H 4.091 0.400 1.866
H 3.357 -0.521 3.202
H 3.769 1.177 3.451
H 1.658 2.186 4.325
H 0.805 0.637 4.515
H -0.019 2.020 3.753
H 3.895 3.030 2.121
H 4.157 5.247 1.100
H 2.337 6.211 -0.269
H 0.259 4.950 -0.621
H -2.194 4.084 0.992
H -1.606 3.197 2.419
H -2.911 2.510 1.432
H -1.094 3.615 -1.783
H -2.414 2.454 -1.515
H -0.878 1.884 -2.188
C 2.474 -2.540 1.374
C 1.958 -2.788 -0.001
C 2.538 -3.793 -0.799
C 2.129 -3.988 -2.084
C 1.097 -3.189 -2.622
C 0.572 -3.293 -3.934
Br 1.277 -4.561 -5.138
C -0.445 -2.478 -4.342
C -0.995 -1.526 -3.463
Br -2.420 -0.442 -4.034
C -0.523 -1.388 -2.182
O -1.045 -0.568 -1.280
C 0.542 -2.222 -1.773
N 0.978 -2.033 -0.478
H 2.888 -3.451 1.804
H 1.686 -2.164 2.025
H 3.264 -1.794 1.297
H 3.326 -4.398 -0.372
H 2.583 -4.754 -2.699
H -0.841 -2.560 -5.344
C -0.384 -3.996 2.068
Si -1.764 -2.882 1.478
C -3.156 -3.040 2.715
C -2.316 -3.460 -0.212
N -1.289 -1.143 1.460
C -2.366 -0.319 1.924
C -2.342 0.205 3.216
C -3.431 0.909 3.710
C -4.558 1.096 2.920
C -4.582 0.593 1.625
C -3.489 -0.100 1.123
H -0.845 -4.943 2.364
H 0.130 -3.607 2.949
H 0.347 -4.232 1.297
H -3.325 -4.094 2.947
H -4.095 -2.621 2.350
H -2.907 -2.531 3.649
H -2.987 -4.315 -0.095
H -1.471 -3.794 -0.819
H -2.848 -2.691 -0.774
H -1.480 -0.009 3.840
H -3.413 1.290 4.723
H -5.415 1.627 3.312
H -5.460 0.735 1.008
H -3.499 -0.511 0.119
O 3.257 0.057 -0.272
C 2.600 0.752 -1.035
O 1.296 0.743 -1.070
C 3.253 1.711 -1.979
C 2.491 2.555 -2.779
C 3.112 3.474 -3.608
C 4.493 3.520 -3.614
C 5.276 2.686 -2.838
C 4.642 1.775 -2.011
N 5.164 4.510 -4.490
O 4.454 5.279 -5.103
O 6.375 4.528 -4.483
H 1.413 2.488 -2.750
H 2.552 4.146 -4.241
H 6.352 2.761 -2.888
H 5.214 1.107 -1.383
*
```

Values from the calculation:
Energy above the lowest of the compared OMol25 structures with the same formula, charge and spin (eV): 0.395
Electronic energy (Ha): -11923.49693
LUMO energy (spin up / spin down) (hartree): -0.112 / -0.154
Largest force on an atom (hartree/bohr): 0.0091
Gap between HOMO and LUMO (spin up / spin down) (eV): 7.4 / 6.5
<S²>: 3.773
E_HOMO (spin up / spin down) (eV): -10.414 / -10.669

Record 5
3 unconnected molecules or ions with the total composition C36H40Br2F10N5O5PS. Source: the OMol25 dataset; level of theory: the ωB97M-V functional and the def2-TZVPD basis.

```
! wB97M-V def2-TZVPD RIJCOSX def2/J DEFGRID3
* xyz 0 1
C -1.967 -1.780 -1.705
C -1.414 -0.202 -1.813
C -0.420 0.229 -0.596
N -0.446 1.603 -0.094
S -1.252 2.867 -0.802
O -2.812 2.691 -0.607
O -0.951 4.157 0.072
C -0.887 3.404 -2.547
F -0.963 2.358 -3.588
F 0.545 3.886 -2.549
C -1.847 4.644 -3.109
F -2.826 3.981 -4.050
F -2.676 5.289 -2.070
C -1.044 5.748 -4.017
F -0.191 5.131 -5.101
F -2.114 6.497 -4.779
C -0.228 6.891 -3.173
F -0.088 6.632 -1.723
F 1.163 6.954 -3.732
F -0.814 8.259 -3.425
C 0.254 1.762 1.214
N -0.346 2.074 2.441
C 0.374 2.201 3.761
O 0.671 1.239 4.629
O 0.747 3.595 4.174
C -1.874 2.300 2.527
C -2.293 3.803 2.985
C -3.939 4.100 3.048
C -4.798 2.745 2.614
C -4.173 1.296 2.221
N -2.693 1.104 2.185
N 1.723 1.469 1.202
P 2.807 2.806 1.372
C 2.173 4.486 0.741
C 3.694 2.936 3.058
C 2.151 0.247 0.481
C 3.685 0.297 -0.177
C 4.899 0.080 0.921
F 6.146 0.726 0.376
C 2.282 -0.939 1.644
C 0.901 -1.596 2.182
O -0.140 -1.002 2.765
Br 0.706 -3.628 2.063
C 1.181 -0.214 -0.804
Br 1.733 0.798 -2.493
C 1.377 -1.800 -1.155
C 1.240 -2.237 -2.722
N 2.604 -2.328 -3.442
H -1.702 -2.221 -0.636
H -3.149 -1.820 -1.811
H -1.538 -2.447 -2.576
H -0.998 -0.100 -2.896
H -2.428 0.429 -1.807
H -0.780 -0.472 0.306
H -1.500 4.648 3.247
H -4.409 5.134 3.325
H -5.984 2.835 2.620
H -4.874 0.404 1.934
H 3.103 5.220 0.598
H 1.659 4.414 -0.308
H 1.428 4.938 1.537
H 4.836 2.683 3.023
H 3.479 3.987 3.583
H 3.178 2.134 3.771
H 3.946 1.291 -0.727
H 3.853 -0.567 -0.984
H 5.113 -1.086 0.989
H 4.638 0.539 1.988
H 2.756 -0.390 2.593
H 2.961 -1.852 1.280
H 0.507 -2.377 -0.575
H 2.419 -2.256 -0.791
H 0.431 -1.671 -3.348
H 0.869 -3.374 -2.703
H 2.616 -1.639 -4.232
H 2.734 -3.273 -3.868
C 4.102 -5.090 0.115
C 3.481 -5.452 1.310
C 3.914 -6.578 2.009
C 4.977 -7.337 1.517
C 5.600 -6.973 0.324
C 5.160 -5.852 -0.380
H 3.761 -4.214 -0.432
H 2.658 -4.856 1.696
H 3.426 -6.863 2.936
H 5.318 -8.212 2.064
H 6.429 -7.564 -0.058
H 5.642 -5.572 -1.312
C -6.635 -4.861 0.570
C -5.968 -3.786 1.157
C -5.787 -2.602 0.443
C -6.281 -2.490 -0.857
C -6.951 -3.564 -1.443
C -7.124 -4.751 -0.732
H -6.773 -5.785 1.126
H -5.589 -3.871 2.173
H -5.261 -1.767 0.898
H -6.144 -1.566 -1.412
H -7.338 -3.475 -2.455
H -7.641 -5.589 -1.191
*
```

Values from the calculation:
Electronic energy (Ha): -8931.07138
LUMO energy (hartree): -0.086
Largest force on an atom (hartree/bohr): 0.2225
Gap between HOMO and LUMO (eV): 5.7
E_HOMO (eV): -8.002

The highest largest force on an atom belongs to which entry?
C36H40Br2F10N5O5PS

Among the records above, which one has the lowest largest force on an atom?
C36H40As2Br2N3O5ReSi

Which of these has the lowest electronic energy?
C36H40As2Br2N3O5ReSi